The following is a quantum chemistry calculation of a structure of composition C40H49As2BBaIN5O6S in a non-equilibrium geometry, from OMol25.

Cartesian coordinates (Å):
Ba 0.379 -0.316 -0.214
O -2.447 -0.516 -0.507
C -2.963 -0.615 -1.829
C -2.272 -1.761 -2.542
N -0.874 -1.521 -2.830
C -0.133 -2.759 -2.971
C 0.171 -3.431 -1.608
O 0.349 -4.651 -1.615
O 0.219 -2.632 -0.621
C -0.665 -0.502 -3.841
C -0.595 0.904 -3.207
O -1.201 1.846 -3.727
O 0.105 0.929 -2.147
H -2.349 0.418 -0.270
H -4.038 -0.833 -1.781
H -2.836 0.328 -2.369
H -2.339 -2.640 -1.895
H -2.836 -1.985 -3.468
H -0.643 -3.495 -3.612
H 0.836 -2.542 -3.427
H 0.305 -0.674 -4.313
H -1.434 -0.517 -4.627
B -1.212 2.266 4.340
N -2.319 1.586 3.484
C -3.612 1.861 3.734
C -4.393 0.915 3.101
C -3.452 0.087 2.473
N -2.208 0.494 2.710
N 0.246 2.160 3.804
C 1.262 2.610 4.560
C 2.442 2.434 3.869
C 2.032 1.844 2.670
N 0.710 1.684 2.629
H -1.529 3.439 4.425
H -1.219 1.753 5.446
H -3.873 2.703 4.353
H -5.468 0.850 3.076
H -3.621 -0.762 1.832
H 1.066 3.011 5.541
H 3.443 2.661 4.195
H 2.638 1.468 1.859
I 3.225 -0.511 -2.259
C 4.559 -1.480 -0.954
C 5.729 -1.942 -1.486
C 6.675 -2.563 -0.642
C 6.418 -2.669 0.693
C 5.211 -2.178 1.250
C 4.975 -2.269 2.642
C 3.806 -1.786 3.159
C 2.826 -1.232 2.304
C 2.943 -1.128 0.928
C 4.208 -1.580 0.422
H 5.932 -1.834 -2.543
H 7.599 -2.944 -1.062
H 7.141 -3.132 1.358
H 5.734 -2.717 3.276
H 3.610 -1.844 4.224
H 1.914 -0.899 2.796
C -2.147 4.382 -1.891
As -1.919 3.066 -0.451
C -3.758 3.184 0.220
C -0.986 4.249 0.804
C -1.699 5.055 1.683
C -1.049 5.904 2.567
C 0.332 5.955 2.568
C 1.054 5.157 1.691
C 0.417 4.297 0.800
As 1.483 3.034 -0.287
C 3.278 3.768 0.046
C 1.317 3.863 -2.064
H -2.718 5.230 -1.508
H -2.659 3.904 -2.724
H -1.175 4.720 -2.238
H -4.113 4.215 0.270
H -3.836 2.710 1.198
H -4.387 2.634 -0.484
H -2.779 4.999 1.712
H -1.624 6.496 3.270
H 0.857 6.594 3.269
H 2.134 5.189 1.734
H 3.334 4.826 -0.215
H 3.958 3.200 -0.592
H 3.573 3.620 1.083
H 1.259 4.950 -1.990
H 0.458 3.450 -2.589
H 2.216 3.584 -2.617
C 1.389 -7.460 -0.506
C 1.022 -6.420 0.511
C 1.978 -5.556 1.029
C 1.617 -4.506 1.855
C 0.282 -4.320 2.192
C -0.679 -5.196 1.711
C -0.305 -6.238 0.879
S -0.037 -2.846 3.162
C -1.801 -3.029 3.439
O 0.615 -3.043 4.491
H 2.470 -7.599 -0.557
H 1.045 -7.132 -1.489
H 0.928 -8.426 -0.284
H 3.015 -5.665 0.735
H 2.365 -3.806 2.205
H -1.726 -5.055 1.938
H -1.067 -6.890 0.466
H -2.002 -3.969 3.953
H -2.328 -2.962 2.488
H -2.079 -2.179 4.058

Atoms 1-3, force components in eV/Å:
Ba 0.4 0.2 2.6
O 0.0 0.0 0.0
C 0.0 0.0 0.0

Calculated values
E: -7496.78374 a.u.
Total charge: -2
Energy relative to the best compared isomer or geometry (same formula, charge and spin): 11.8 kcal/mol
Orbital gap: 6.183 eV